Entry 1:
C42H37MnN3O10P2S4 | ωB97M-V/def2-TZVPD

- Total charge: -2
- LUMO level (spin up / spin down): 3.9 / 3.9 eV
- Energy above the lowest of the compared OMol25 structures with the same formula, charge and spin: 0.000 eV
- Spin multiplicity: 2

XYZ file:
```
99
Properties=species:S:1:pos:R:3:mulliken_charge:R:1
Mn 0.192 0.384 0.435 1.2322
C -2.902 -1.671 2.940 -1.1573
C -3.339 -0.636 3.761 -1.1374
C -2.816 0.626 3.570 -0.6487
C -1.861 0.854 2.573 0.2226
N -1.481 -0.159 1.758 1.6283
C -1.983 -1.370 1.951 -0.4860
C -1.152 2.111 2.371 0.9040
C -1.426 3.242 3.144 -0.2760
C -0.650 4.382 3.046 -1.1278
C 0.426 4.389 2.169 -1.0707
C 0.678 3.275 1.377 -0.1333
C -0.100 2.115 1.419 1.2324
H -3.267 -2.681 3.063 0.5582
H -4.071 -0.817 4.540 0.3610
H -3.123 1.436 4.217 0.4557
H -1.632 -2.151 1.291 0.2302
H -2.246 3.230 3.855 0.1885
H -0.861 5.242 3.672 0.3389
H 1.062 5.266 2.097 0.3552
H 1.540 3.313 0.715 0.3014
C 1.485 -6.357 3.163 -1.7407
C 1.578 -4.858 3.045 1.4038
C 0.595 -4.039 3.588 -0.9278
C 0.716 -2.660 3.534 -0.2492
C 1.828 -2.094 2.936 -0.1002
C 2.812 -2.894 2.376 -0.1190
C 2.679 -4.270 2.429 -0.9622
S 2.024 -0.316 3.028 0.8404
O 0.792 0.181 3.581 -0.6586
O 3.192 -0.113 3.873 -0.8839
N 2.173 0.204 1.518 0.4204
C 3.379 0.249 0.870 -0.7631
C 4.640 0.115 1.459 -0.5546
C 5.814 0.256 0.715 -0.8440
C 5.786 0.523 -0.630 -0.8810
C 4.545 0.627 -1.286 1.3710
C 4.441 0.872 -2.671 -1.1054
C 3.201 0.924 -3.250 -1.1564
C 2.072 0.745 -2.446 -0.4965
N 2.124 0.557 -1.144 1.0954
C 3.338 0.484 -0.546 -0.5119
H 0.448 -6.676 3.257 0.3723
H 2.026 -6.701 4.049 0.3385
H 1.924 -6.838 2.289 0.3736
H -0.272 -4.491 4.058 0.2908
H -0.037 -2.003 3.945 0.6138
H 3.669 -2.428 1.906 0.3915
H 3.438 -4.903 1.984 0.3098
H 4.698 -0.082 2.517 0.7775
H 6.767 0.149 1.221 0.3886
H 6.701 0.651 -1.199 0.3599
H 5.347 1.008 -3.251 0.3535
H 3.080 1.112 -4.309 0.5139
H 1.083 0.765 -2.878 0.4190
C -0.662 -3.781 -3.218 -2.1051
C -0.836 -2.608 -2.266 1.7598
O -0.564 -1.418 -2.937 -0.5880
P -2.565 -2.598 -1.603 0.4561
O -3.517 -2.855 -2.883 -0.7056
O -2.743 -3.980 -0.840 -0.6202
O -2.978 -1.393 -0.871 -0.2693
P 0.240 -2.855 -0.783 0.0357
O 1.716 -3.130 -1.411 -0.8553
O -0.217 -4.095 -0.081 -0.9432
O 0.341 -1.585 0.014 -0.7922
H -1.407 -3.725 -4.013 0.4870
H -0.770 -4.721 -2.678 0.3294
H 0.334 -3.727 -3.658 0.4169
H -0.727 -0.607 -2.338 -0.5847
H -3.739 -1.982 -3.249 0.3386
H -1.862 -4.193 -0.405 0.4967
H 2.094 -2.275 -1.663 0.3529
O -0.733 1.086 -1.444 1.2694
C -1.410 2.156 -2.011 3.3865
C -2.280 1.732 -3.208 -0.4237
C -3.618 1.459 -3.217 -0.5252
C -4.100 1.035 -4.483 -0.8035
C -3.114 0.988 -5.424 -0.5614
S -1.602 1.456 -4.775 0.0036
C -2.363 2.756 -0.973 -0.8179
C -2.996 2.052 -0.001 -0.4506
C -3.818 2.862 0.826 -0.9179
C -3.809 4.169 0.457 -0.6430
S -2.776 4.435 -0.895 -0.2771
C -0.448 3.269 -2.448 -0.9062
C 0.731 3.592 -1.853 0.4095
C 1.329 4.763 -2.385 -1.1541
C 0.592 5.320 -3.382 -0.6524
S -0.840 4.418 -3.690 -0.0117
H -4.238 1.573 -2.341 0.4741
H -5.137 0.799 -4.685 0.4026
H -3.188 0.708 -6.462 0.4392
H -2.870 0.982 0.083 0.6610
H -4.396 2.474 1.653 0.4398
H -4.329 5.006 0.893 0.4299
H 1.134 2.986 -1.058 -0.5116
H 2.268 5.170 -2.034 0.4231
H 0.796 6.208 -3.958 0.4572
```

---

Entry 2:
C11H11Cl18N | ωB97M-V/def2-TZVPD

- LUMO level: 0.2 eV
- Energy above the lowest of the compared OMol25 structures with the same formula, charge and spin: 0.882 eV
- Spin multiplicity: 1
- SMILES: ClC(Cl)Cl.ClC(Cl)Cl.ClC(Cl)Cl.ClC(Cl)Cl.ClC(Cl)Cl.ClC(Cl)Cl.c1ccncc1

XYZ file:
```
41
Properties=species:S:1:pos:R:3:mulliken_charge:R:1
N -0.033 -1.146 0.151 -0.1230
C 0.224 0.152 -0.173 -0.3830
C -0.771 1.103 -0.545 -0.3708
C -2.016 0.625 -0.740 -0.6098
C -2.364 -0.730 -0.556 -0.6961
C -1.291 -1.551 -0.136 -0.5404
H 1.231 0.468 0.055 0.2698
H -0.489 2.121 -0.770 0.8084
H -2.796 1.231 -1.175 0.4430
H -3.367 -1.117 -0.652 0.6381
H -1.444 -2.595 0.095 0.5886
C 0.382 4.422 1.760 -0.1378
Cl 1.397 3.453 0.661 -0.0535
Cl 0.808 4.037 3.431 -0.0860
Cl -1.290 4.064 1.499 -0.0927
H 0.582 5.467 1.522 0.3718
C 2.458 2.759 -2.771 0.0288
Cl 0.851 2.168 -3.307 -0.1109
Cl 3.486 2.758 -4.180 -0.1172
Cl 3.161 1.677 -1.525 -0.1110
H 2.335 3.764 -2.368 0.3150
C -4.270 0.304 2.628 -0.0191
Cl -5.031 -0.692 1.396 -0.1240
Cl -2.541 -0.113 2.736 0.0058
Cl -5.044 0.051 4.200 -0.1326
H -4.455 1.331 2.313 0.2809
C 2.496 -3.429 -0.746 0.4179
Cl 3.300 -4.059 0.722 -0.1407
Cl 2.743 -4.586 -2.118 -0.1149
Cl 3.155 -1.860 -1.172 -0.0824
H 1.447 -3.282 -0.489 -0.1155
C -0.642 -3.294 -3.812 -0.0590
Cl 0.618 -2.179 -3.386 -0.0475
Cl -1.042 -4.114 -2.214 -0.1116
Cl -0.088 -4.373 -5.158 -0.1221
H -1.459 -2.629 -4.093 0.3433
C 1.916 0.061 3.661 0.5481
Cl 0.513 -0.989 4.112 -0.1233
Cl 3.398 -0.996 3.551 -0.1217
Cl 2.242 1.292 4.933 -0.1239
H 1.691 0.426 2.659 -0.1890
```

---

Entry 3:
C19H60F6NO9P | ωB97M-V/def2-TZVPD

- Total charge: +1
- LUMO level (spin up / spin down): -2.1 / -8.5 eV
- Spin multiplicity: 2

XYZ file:
```
96
Properties=species:S:1:pos:R:3:mulliken_charge:R:1
N -0.668 -2.182 -3.209 0.0064
H -0.162 -1.503 -2.658 -0.0360
H -1.418 -1.750 -3.729 0.3321
H -1.000 -2.945 -2.636 0.4969
H -0.019 -2.554 -3.888 0.4347
P 0.680 -0.401 -0.252 1.7400
F 1.364 1.071 -0.114 -0.3085
F 0.626 -0.526 1.352 -0.4194
F -0.819 0.206 -0.284 -0.5820
F 0.033 -1.890 -0.360 -0.3206
F 0.718 -0.311 -1.925 -0.8018
F 2.176 -1.067 -0.281 -0.4275
C -1.873 -3.840 2.167 -0.3861
O -1.747 -4.080 3.568 -0.5234
H -0.884 -3.597 1.779 -0.1590
H -2.319 -4.641 1.577 0.4537
H -2.411 -2.903 2.026 0.3402
H -2.602 -4.329 3.926 0.2967
C 4.115 3.251 0.342 -1.3183
C 3.524 2.599 1.603 1.5931
C 4.129 1.236 1.875 -1.2114
O 3.957 3.424 2.646 -0.6273
H 4.005 4.334 0.303 0.3478
H 3.711 2.715 -0.518 0.2348
H 5.179 3.027 0.268 0.3801
H 2.445 2.518 1.474 -0.6933
H 3.754 0.484 1.181 0.1718
H 3.751 0.849 2.822 0.3901
H 5.219 1.235 1.881 0.3530
H 3.615 3.024 3.449 0.4004
C -0.510 3.970 0.576 -0.8146
C -1.968 4.083 0.985 0.2197
C -2.790 2.940 0.309 -0.4216
O -2.011 3.934 2.430 -0.2087
H 0.139 4.521 1.257 0.4804
H -0.378 4.398 -0.418 0.2861
H -0.122 2.952 0.584 -0.0128
H -2.330 5.099 0.825 0.4819
H -3.586 2.590 0.966 0.4349
H -2.134 2.088 0.129 -0.2096
H -3.262 3.279 -0.612 0.4240
H -1.759 3.026 2.613 0.4369
C -2.899 1.282 -5.370 -1.6214
C -2.413 0.780 -4.006 0.8411
C -3.122 1.314 -2.767 -0.6766
O -2.636 -0.626 -4.017 -0.6173
H -3.962 1.087 -5.512 0.4115
H -2.277 0.815 -6.134 0.3979
H -2.726 2.356 -5.446 0.3756
H -1.341 0.948 -3.897 -0.0908
H -4.136 0.931 -2.648 0.3845
H -3.191 2.399 -2.838 0.3718
H -2.507 1.088 -1.896 -0.1099
H -3.579 -0.732 -4.164 0.3527
C 1.277 -4.785 0.367 -0.4431
C 1.285 -5.799 1.447 0.4835
C 0.902 -7.242 0.946 -1.3871
O 2.636 -5.911 1.860 -0.5714
H 1.532 -3.818 0.800 0.0603
H 0.296 -4.640 -0.086 -0.2000
H 1.990 -5.024 -0.422 0.5529
H 0.764 -5.479 2.349 0.2836
H -0.151 -7.236 0.665 0.2975
H 0.886 -8.026 1.704 0.4119
H 1.450 -7.529 0.049 0.3260
H 2.660 -6.438 2.662 0.3480
C -0.902 -0.637 4.062 -1.0509
C -1.770 0.415 3.434 1.0802
C -2.421 1.260 4.517 -1.8361
O -1.062 1.269 2.542 0.0041
H -0.702 -1.370 3.280 -0.0332
H -1.444 -1.147 4.859 0.4428
H -0.011 -0.250 4.557 0.3396
H -2.524 -0.131 2.868 0.0222
H -3.159 1.990 4.184 0.4685
H -1.729 1.936 5.020 0.4036
H -3.011 0.655 5.206 0.4083
H -0.438 0.752 2.029 -0.1608
C 2.474 4.104 -4.014 -1.7497
C 2.003 3.237 -2.868 1.0982
C 0.468 3.055 -2.880 -0.7879
O 2.471 1.919 -3.113 -0.6627
H 2.313 3.708 -5.016 0.3681
H 3.564 4.080 -4.002 0.4385
H 2.140 5.114 -3.776 0.3821
H 2.393 3.694 -1.959 -0.0762
H 0.010 2.705 -3.805 0.3297
H -0.023 3.988 -2.605 0.3936
H 0.084 2.346 -2.147 -0.0256
H 2.055 1.303 -2.506 0.1883
O -1.653 -3.983 -1.610 -0.7037
H -1.196 -3.827 -0.784 0.1060
H -2.127 -4.803 -1.472 0.3438
O 2.301 -1.744 3.155 -0.6794
H 1.827 -1.377 2.409 0.1824
H 2.966 -2.310 2.762 0.3317
```

---

Entry 4:
C37H45N5Pd | ωB97M-V/def2-TZVPD

- LUMO level: -0.5 eV
- Energy above the lowest of the compared OMol25 structures with the same formula, charge and spin: 0.000 eV
- Spin multiplicity: 1

XYZ file:
```
88
Properties=species:S:1:pos:R:3:mulliken_charge:R:1
Pd 0.007 0.102 -0.006 1.9349
C -1.667 -0.069 -6.010 -0.9771
C -0.582 -1.014 -5.488 -1.2994
C 0.065 -0.508 -4.237 0.9635
C 1.235 0.166 -4.100 0.8546
C 2.199 0.586 -5.164 -1.1978
C 2.051 2.062 -5.543 -0.9671
C 1.373 0.471 -2.690 -0.2847
N 0.296 0.004 -2.003 -0.2578
C -0.511 -0.608 -2.911 -0.3364
C -1.704 -1.241 -2.621 -0.5474
C -2.279 -1.357 -1.370 -0.2667
C -3.532 -2.032 -1.102 0.9610
C -4.419 -2.635 -2.144 -1.2416
C -5.247 -1.586 -2.891 -0.9470
C -3.736 -1.949 0.238 0.9249
C -2.609 -1.221 0.783 -0.2940
C -2.434 -0.934 2.123 -0.5743
C -1.368 -0.250 2.675 -0.3398
N -0.311 0.251 1.983 -0.2580
C 0.525 0.811 2.898 -0.3011
C 1.739 1.406 2.614 -0.6107
C 2.301 1.545 1.360 -0.3063
N 1.746 1.111 0.196 -0.2526
C 2.626 1.419 -0.794 -0.3739
C 2.455 1.125 -2.134 -0.5611
C 3.780 2.096 -0.243 0.8760
C 3.579 2.174 1.098 0.9599
C 4.440 2.823 2.135 -1.1812
C 3.939 4.214 2.530 -0.9516
C 4.919 2.638 -1.048 -1.2777
C 4.583 3.975 -1.714 -0.9624
C -0.035 0.683 4.228 1.0020
C -1.212 0.021 4.090 0.8983
C -2.216 -0.328 5.142 -1.2669
C -3.381 0.664 5.194 -0.9910
C 0.581 1.241 5.472 -1.2748
C 0.366 2.751 5.609 -0.9573
N -1.754 -0.868 -0.215 -0.2737
C -4.903 -2.442 1.034 -1.2622
C -5.949 -1.351 1.278 -0.9871
H -2.127 -0.461 -6.919 0.3871
H -1.247 0.912 -6.235 0.2356
H -2.451 0.074 -5.265 0.2023
H 0.180 -1.153 -6.257 0.3956
H -1.012 -2.002 -5.307 0.4172
H 2.048 -0.033 -6.051 0.3464
H 3.223 0.394 -4.832 0.4128
H 1.046 2.263 -5.917 0.2451
H 2.766 2.343 -6.318 0.3910
H 2.214 2.706 -4.678 0.1884
H -2.233 -1.694 -3.449 0.3278
H -5.088 -3.357 -1.673 0.3435
H -3.817 -3.202 -2.859 0.4173
H -5.873 -1.024 -2.196 0.2367
H -5.895 -2.052 -3.635 0.3931
H -4.601 -0.869 -3.400 0.1744
H -3.198 -1.285 2.804 0.2796
H 2.304 1.792 3.452 0.3400
H 3.248 1.424 -2.807 0.3431
H 5.462 2.900 1.758 0.3755
H 4.493 2.186 3.023 0.4092
H 3.905 4.871 1.660 0.2415
H 4.590 4.671 3.277 0.3923
H 2.930 4.164 2.941 0.1762
H 5.209 1.912 -1.812 0.4115
H 5.790 2.763 -0.403 0.3724
H 3.731 3.872 -2.388 0.1908
H 5.430 4.353 -2.289 0.3886
H 4.319 4.722 -0.965 0.2435
H -1.723 -0.360 6.116 0.3911
H -2.601 -1.336 4.966 0.4172
H -3.019 1.670 5.411 0.2400
H -4.102 0.386 5.964 0.3865
H -3.902 0.703 4.235 0.2134
H 1.652 1.021 5.486 0.4193
H 0.157 0.735 6.342 0.3427
H 0.794 3.285 4.759 0.1815
H 0.826 3.134 6.521 0.3856
H -0.699 2.986 5.640 0.2509
H -4.556 -2.834 1.993 0.4154
H -5.366 -3.283 0.514 0.4150
H -5.511 -0.507 1.814 0.2188
H -6.787 -1.731 1.863 0.3894
H -6.337 -0.972 0.331 0.2252
N 2.124 -3.623 0.549 -0.1212
C 1.516 -2.643 0.391 -0.1123
H 2.647 -4.460 0.684 0.2684
```